Arrangement P

# C8H8O2

2 unconnected molecules or ions with the total composition C8H8O2 (ωB97M-V/def2-TZVPD, OMol25).

Structure (XYZ):
```
18
C8H8O2 ωB97M-V/def2-TZVPD
C 0.286 1.436 3.522
C 2.856 -0.789 0.776
C 0.386 0.540 2.725
C 1.757 -0.616 1.201
C -0.769 -1.761 0.249
C -1.127 1.027 -1.380
C 0.430 -0.380 1.653
C -0.892 0.724 -2.832
O -0.678 -0.857 1.137
O -0.235 1.495 -0.735
H 0.580 2.168 4.162
H 3.699 -1.240 0.407
H -1.703 -2.098 -0.163
H 0.117 -2.237 -0.110
H -2.192 0.744 -1.102
H -0.418 1.501 -3.497
H -1.882 0.531 -3.221
H -0.214 -0.188 -2.792
```

- spin multiplicity = 1

=====

Arrangement Q

# C8H8O2

A single C8H8O2 molecule (ωB97M-V/def2-TZVPD, OMol25).

Structure (XYZ):
```
18
C8H8O2 ωB97M-V/def2-TZVPD
C 1.725 -0.017 -1.490
C 0.686 0.056 -0.232
C -0.674 -0.054 -0.350
C -1.418 -0.244 -1.599
C -1.550 0.179 0.872
C -0.860 0.243 2.158
C 0.449 0.094 2.286
C 1.351 -0.019 1.101
H 2.760 0.191 -1.134
H 1.548 0.667 -2.314
H 1.590 -1.002 -1.910
H -2.057 0.646 -1.778
H -0.699 -0.397 -2.441
H -2.078 -1.096 -1.485
H -1.503 0.437 3.034
H 0.955 0.211 3.267
O -2.764 0.299 0.764
O 2.540 -0.194 1.249
```

- SMILES = CC1=C(C)C(=O)C=CC1=O
- spin multiplicity = 1

=====

arrangement Q takes first place; second place is 687.1 kJ/mol up.

=====

Arrangement P

# C4H2ClNOS

A single C4H2ClNOS molecule (ωB97M-V/def2-TZVPD, OMol25).

Structure (XYZ):
```
10
C4H2ClNOS ωB97M-V/def2-TZVPD
C -1.284 -0.369 -0.140
C -0.275 -1.203 0.185
C 0.913 -0.275 0.136
C 0.915 1.095 0.310
H -0.047 -2.218 0.096
H 1.803 1.740 0.440
N -0.158 1.804 -0.231
O -1.329 0.999 -0.371
S 2.444 -0.856 -0.308
Cl -2.983 -0.716 -0.118
```

- SMILES = S=c1cnoc(Cl)c1
- spin multiplicity = 1

=====

Arrangement Q

# C4H2ClNOS

A single C4H2ClNOS molecule (ωB97M-V/def2-TZVPD, OMol25).

Structure (XYZ):
```
10
C4H2ClNOS ωB97M-V/def2-TZVPD
C -1.207 -1.022 0.056
C -0.202 -0.087 -0.011
C -0.136 1.385 -0.126
C 1.194 -0.428 0.100
H -0.797 -2.020 0.117
H -0.992 2.119 -0.057
N 1.115 1.828 -0.057
O 1.873 0.717 0.084
S 2.024 -1.850 -0.079
Cl -2.872 -0.641 -0.027
```

- SMILES = S=C1ON=C/C1=C\Cl
- spin multiplicity = 1

=====

arrangement Q takes first place; second place is 139.3 kJ/mol up.

=====

Arrangement P

# CH3BrNO2S

A molecular structure, CH3BrNO2S (ωB97M-V/def2-TZVPD, OMol25).

Structure (XYZ):
```
9
CH3BrNO2S ωB97M-V/def2-TZVPD
C -2.044 0.192 -0.393
N 0.298 -0.245 1.046
O -1.974 -1.136 1.895
O -1.462 1.306 1.734
S -1.323 0.007 1.172
Br -2.142 -1.564 -1.176
H 0.162 1.496 -0.818
H 0.606 -1.291 1.089
H 0.674 0.377 0.425
```

- spin multiplicity = 1
- charge = -1

=====

Arrangement Q

# CH3BrNO2S

A gas-phase ion, CH3BrNO2S (charge -1) (ωB97M-V/def2-TZVPD, OMol25).

Structure (XYZ):
```
9
CH3BrNO2S ωB97M-V/def2-TZVPD
C -0.499 -0.664 1.166
N 1.216 -0.444 -0.693
O -0.179 1.647 -0.353
O -1.236 -0.326 -1.373
S -0.370 0.205 -0.339
Br -2.194 0.496 2.283
H 0.317 -0.175 1.722
H 1.131 -1.071 -1.477
H 1.815 0.332 -0.934
```

- SMILES = N[S@@](=O)([O-])=CBr
- spin multiplicity = 1
- charge = -1

=====

arrangement Q takes first place; second place is 387.1 kJ/mol up.

=====

Arrangement P

# H26KrO13

A molecular structure, H26KrO13 (ωB97M-V/def2-TZVPD, OMol25).

Structure (XYZ):
```
40
H26KrO13 ωB97M-V/def2-TZVPD
Kr 0.661 -0.620 0.120
O 0.776 -1.447 3.796
H 1.632 -1.812 4.020
H 0.919 -0.501 3.767
O 0.936 3.024 1.022
H 1.829 2.708 0.882
H 1.027 3.974 1.098
O -3.030 0.798 -1.015
H -2.430 1.538 -0.926
H -2.675 0.287 -1.743
O -1.330 2.858 -0.661
H -1.619 3.769 -0.608
H -0.505 2.840 -0.176
O 3.714 2.649 -0.838
H 3.261 1.971 -1.340
H 3.364 3.473 -1.177
O 2.813 0.225 -2.235
H 2.869 -0.678 -1.923
H 2.032 0.240 -2.788
O -2.196 -2.339 1.036
H -1.371 -2.411 0.555
H -1.937 -2.334 1.958
O -0.422 -3.331 -1.319
H 0.137 -3.449 -2.086
H 0.025 -3.809 -0.620
O 0.654 -3.572 1.352
H 1.368 -4.206 1.422
H 0.797 -2.968 2.081
O 0.347 1.548 3.742
H -0.520 1.467 3.343
H 0.891 1.936 3.056
O -1.896 -1.247 -2.826
H -2.191 -1.712 -3.609
H -1.401 -1.900 -2.331
O 0.346 0.278 -3.690
H -0.533 -0.096 -3.745
H 0.437 0.795 -4.491
O -2.176 1.043 2.428
H -2.309 0.763 1.523
H -2.296 0.247 2.946
```

- spin multiplicity = 1

=====

Arrangement Q

# H26KrO13

A molecular structure, H26KrO13 (ωB97M-V/def2-TZVPD, OMol25).

Structure (XYZ):
```
40
H26KrO13 ωB97M-V/def2-TZVPD
Kr 0.140 0.263 -0.326
O -0.491 2.839 3.331
H -0.379 1.928 3.601
H -1.026 2.791 2.539
O -2.052 3.038 -1.386
H -2.428 2.161 -1.469
H -2.526 3.565 -2.029
O -3.076 0.639 -2.641
H -3.274 0.380 -1.741
H -3.762 1.267 -2.867
O -4.000 -0.348 -0.145
H -3.328 -0.921 0.224
H -4.129 0.330 0.519
O 3.372 0.812 2.086
H 3.472 1.144 1.193
H 2.723 0.112 2.010
O -2.234 -2.072 1.183
H -1.988 -2.450 0.338
H -3.135 -2.362 1.323
O -0.121 -1.977 3.117
H -0.077 -2.851 3.504
H -0.945 -1.972 2.630
O 0.979 -2.247 -2.933
H 0.833 -1.734 -3.727
H 1.932 -2.301 -2.854
O 3.216 -1.124 -1.142
H 4.123 -1.297 -0.892
H 2.693 -1.558 -0.468
O 0.910 3.724 -0.844
H 0.035 3.428 -1.094
H 0.754 4.424 -0.209
O 2.218 -2.202 1.681
H 2.821 -2.574 2.324
H 1.389 -2.112 2.152
O 3.561 2.607 -0.680
H 4.150 3.360 -0.625
H 2.697 2.990 -0.831
O -0.952 -3.318 -1.241
H -0.343 -2.918 -1.862
H -1.751 -3.463 -1.748
```

- spin multiplicity = 1

=====

arrangement P takes first place; second place is 14.6 kJ/mol up.

=====

Arrangement P

# C4H18N2O3S

4 unconnected molecules or ions with the total composition C4H18N2O3S (ωB97M-V/def2-TZVPD, OMol25).

Structure (XYZ):
```
28
C4H18N2O3S ωB97M-V/def2-TZVPD
C -1.510 -0.110 1.703
N -0.310 -0.048 0.742
C 0.926 0.445 1.365
C 2.062 -0.223 0.518
S 3.546 0.402 1.136
C -2.215 1.262 1.498
N -3.196 0.852 0.474
H -1.316 -0.390 2.707
H -2.285 -0.949 1.394
H -0.293 -0.894 0.383
H 1.079 1.512 1.214
H 1.050 0.095 2.414
H 1.835 -0.044 -0.563
H 1.886 -1.317 0.441
H 3.247 1.732 1.094
H -1.629 2.162 1.180
H -2.832 1.495 2.387
H -4.073 1.112 0.291
H -2.738 0.674 -0.452
H -0.350 -3.738 -1.327
H -0.909 -2.383 -1.171
O -0.400 -3.019 -0.722
H -1.583 0.016 -4.025
H -1.991 -1.329 -3.232
O -1.929 -0.352 -3.238
H -0.719 0.669 -2.526
H 0.637 0.175 -3.054
O 0.231 1.008 -2.832
```

- SMILES = NCCNCCS.O.O.O
- spin multiplicity = 1

=====

Arrangement Q

# C4H18N2O3S

4 unconnected molecules or ions with the total composition C4H18N2O3S (ωB97M-V/def2-TZVPD, OMol25).

Structure (XYZ):
```
28
C4H18N2O3S ωB97M-V/def2-TZVPD
C -0.888 -0.976 2.354
C -0.304 0.195 1.490
C -0.997 0.670 0.244
S -2.926 0.517 0.432
N 1.124 -0.122 1.263
C 2.006 0.958 0.890
N 1.791 1.614 -0.404
H -0.184 -1.179 3.152
H -1.607 -0.490 2.970
H -0.988 -1.815 1.669
H -0.257 1.053 2.230
H -0.654 1.644 -0.141
H -0.805 -0.040 -0.591
H -3.080 1.785 0.314
H 1.363 -1.079 1.267
H 2.040 1.621 1.768
H 3.150 0.859 0.906
H 2.551 1.829 -1.033
H 1.010 1.306 -0.948
H -1.103 -2.530 0.121
H -2.388 -3.251 0.655
O -1.651 -3.308 0.030
H 1.347 -0.670 -2.181
H 1.508 -1.582 -3.416
O 1.265 -0.691 -3.148
H -0.007 0.609 -3.230
H -0.794 1.699 -3.766
O -0.523 1.374 -2.898
```

- SMILES = C[C@H](CS)NCN.O.O.O
- spin multiplicity = 1

=====

arrangement Q takes first place; second place is 87.3 kJ/mol up.

=====

Arrangement P

# C16H19N2O5S2Se2TcTe2

A molecular structure, C16H19N2O5S2Se2TcTe2 (ωB97M-V/def2-TZVPD, OMol25).

Structure (XYZ):
```
49
C16H19N2O5S2Se2TcTe2 ωB97M-V/def2-TZVPD
Tc 0.351 -0.007 1.415
O 1.314 0.420 3.311
S 0.212 1.468 3.350
O 0.067 2.178 4.575
O -0.998 0.620 2.929
O 0.456 2.277 2.109
Se -1.166 0.228 -0.511
Te -3.417 3.098 -2.004
Te -1.987 2.509 0.180
Se -0.533 4.128 -0.965
C 4.563 2.015 -1.627
C 4.965 0.706 -1.382
C 4.109 -0.187 -0.761
C 2.839 0.238 -0.380
C 2.439 1.549 -0.600
C 3.301 2.432 -1.233
N 1.916 -0.651 0.255
N 2.153 -1.889 0.095
C 1.209 -2.661 0.727
C 1.276 -4.060 0.645
C 0.311 -4.805 1.274
C -0.719 -4.162 1.983
C -0.786 -2.788 2.062
C 0.184 -1.996 1.427
H 5.237 2.707 -2.115
H 5.954 0.379 -1.677
H 4.403 -1.208 -0.567
H 1.457 1.893 -0.294
H 2.970 3.448 -1.411
H 2.080 -4.518 0.083
H 0.337 -5.886 1.224
H -1.474 -4.761 2.477
H -1.585 -2.310 2.617
C 0.281 1.581 -3.755
C -0.061 0.136 -4.077
S 1.027 -1.076 -3.290
O 0.746 -2.372 -3.981
C 2.615 -0.495 -3.940
C 2.681 -0.476 -5.457
H -0.533 2.235 -4.067
H 1.195 1.908 -4.255
H 0.402 1.731 -2.682
H -0.047 -0.089 -5.145
H -1.048 -0.122 -3.689
H 3.327 -1.209 -3.521
H 2.820 0.473 -3.479
H 2.263 -1.400 -5.857
H 3.716 -0.393 -5.791
H 2.127 0.365 -5.874
```

- ⟨S²⟩ = 3.8142
- spin multiplicity = 4
- charge = -1

=====

Arrangement Q

# C16H19N2O5S2Se2TcTe2

A molecular structure, C16H19N2O5S2Se2TcTe2 (ωB97M-V/def2-TZVPD, OMol25).

Structure (XYZ):
```
49
C16H19N2O5S2Se2TcTe2 ωB97M-V/def2-TZVPD
Tc 0.028 0.042 0.015
O -2.035 -1.146 3.036
S -1.662 -0.051 2.183
O -2.321 1.204 2.414
O -1.819 -0.460 0.684
O -0.130 0.139 2.171
Se 2.399 0.673 -0.444
Te 1.637 2.969 -1.158
Te -2.245 3.738 -1.148
Se -0.473 2.594 0.231
C 4.577 -0.927 -3.134
C 4.600 -1.803 -2.057
C 3.463 -2.522 -1.735
C 2.281 -2.346 -2.448
C 2.264 -1.486 -3.544
C 3.415 -0.787 -3.878
N 1.219 -3.205 -1.974
N 0.022 -2.919 -2.004
C -0.474 -1.696 -2.593
C -1.069 -1.908 -3.833
C -1.552 -0.840 -4.568
C -1.462 0.435 -4.032
C -0.935 0.615 -2.762
C -0.439 -0.436 -1.980
H 5.460 -0.358 -3.392
H 5.502 -1.927 -1.472
H 3.467 -3.229 -0.915
H 1.373 -1.351 -4.135
H 3.392 -0.110 -4.722
H -1.119 -2.919 -4.220
H -1.998 -1.006 -5.541
H -1.835 1.296 -4.572
H -0.939 1.623 -2.372
C 3.330 -2.170 2.139
C 1.968 -2.031 2.796
S 0.577 -2.542 1.774
O 0.834 -1.842 0.423
C 1.047 -4.229 1.375
C -0.117 -4.941 0.701
H 4.084 -1.711 2.779
H 3.345 -1.651 1.181
H 3.611 -3.212 1.984
H 1.724 -0.992 3.017
H 1.876 -2.607 3.720
H 1.327 -4.695 2.324
H 1.916 -4.178 0.718
H -0.981 -4.993 1.364
H 0.181 -5.955 0.436
H -0.402 -4.420 -0.212
```

- ⟨S²⟩ = 3.8019
- spin multiplicity = 4
- charge = -1

=====

arrangement P takes first place; second place is 69.1 kJ/mol up.

=====

Arrangement P

# C5H5F

A single C5H5F molecule (ωB97M-V/def2-TZVPD, OMol25).

Structure (XYZ):
```
11
C5H5F ωB97M-V/def2-TZVPD
C 1.146 -0.067 0.017
C 1.016 1.255 0.080
C 0.022 -1.174 0.012
C -1.336 -0.510 0.132
C -2.322 0.194 -0.060
H 0.039 1.614 0.264
H 1.894 1.882 -0.082
H 0.074 -2.007 -0.733
H 0.102 -1.635 1.020
H -3.034 0.927 -0.561
F 2.401 -0.479 -0.090
```

- SMILES = C#CCC(=C)F
- spin multiplicity = 1

=====

Arrangement Q

# C5H5F

A single C5H5F molecule (ωB97M-V/def2-TZVPD, OMol25).

Structure (XYZ):
```
11
C5H5F ωB97M-V/def2-TZVPD
C 0.751 0.534 1.614
C -0.043 1.055 0.222
C -0.463 0.686 -1.092
C -0.839 0.187 -2.220
C 0.857 -0.960 1.573
F -0.544 2.293 0.611
H -1.793 -0.154 -2.095
H -0.615 0.249 -3.251
H 0.172 -1.389 0.899
H 0.704 -1.219 2.578
H 1.812 -1.282 1.161
```

- spin multiplicity = 1

=====

Arrangement R

# C5H5F

A single C5H5F molecule (ωB97M-V/def2-TZVPD, OMol25).

Structure (XYZ):
```
11
C5H5F ωB97M-V/def2-TZVPD
C -0.339 0.619 0.307
C -0.364 0.326 -0.919
C 0.258 -1.046 -1.289
C 0.709 -1.429 0.019
C 0.337 -0.544 1.012
H -0.653 1.018 -1.580
H 1.317 -0.893 -1.894
H -0.625 -1.607 -1.822
H 1.455 -2.235 0.078
H 0.470 -0.576 2.166
F -0.620 1.860 0.919
```

- SMILES = FC1=CCC=C1
- spin multiplicity = 1

=====

arrangement R takes first place; second place is 62.8 kJ/mol up.

=====

Arrangement P

# C5H5F2N

A single C5H5F2N molecule (ωB97M-V/def2-TZVPD, OMol25).

Structure (XYZ):
```
13
C5H5F2N ωB97M-V/def2-TZVPD
C 1.515 -0.081 -0.007
C 0.728 1.152 0.443
C 0.117 -0.247 0.432
C -0.935 -0.731 -0.586
C -2.122 0.041 -0.382
H 2.366 -0.519 0.556
H 0.453 1.933 -0.287
H 0.921 1.455 1.519
H -1.131 -1.805 -0.381
H -0.579 -0.679 -1.646
N -3.129 0.524 -0.046
F 1.784 -0.244 -1.313
F 0.012 -0.800 1.697
```

- SMILES = N#CC[C@]1(F)C[C@@H]1F
- spin multiplicity = 1

=====

Arrangement Q

# C5H5F2N

A single C5H5F2N molecule (ωB97M-V/def2-TZVPD, OMol25).

Structure (XYZ):
```
13
C5H5F2N ωB97M-V/def2-TZVPD
C 0.742 -1.290 1.241
C 0.776 -0.204 0.013
C -0.351 0.393 -0.322
C -0.488 1.413 -1.542
C -1.518 0.175 0.566
H 0.064 -2.211 0.998
H 0.205 -0.719 2.188
H 1.706 -0.191 -0.648
H -1.302 1.117 -2.062
H -0.363 2.506 -1.168
N -2.312 -0.147 1.423
F 2.070 -1.864 1.440
F 0.770 1.022 -2.126
```

- SMILES = N#C/C(=C\CF)CF
- spin multiplicity = 1

=====

arrangement P takes first place; second place is 138.4 kJ/mol up.

=====

Arrangement P

# C6H38NO13

13 unconnected molecules or ions with the total composition C6H38NO13 (ωB97M-V/def2-TZVPD, OMol25).

Structure (XYZ):
```
58
C6H38NO13 ωB97M-V/def2-TZVPD
C -3.630 0.687 0.125
N -2.201 0.816 -0.076
C -1.408 -0.282 0.453
C -1.473 -0.678 1.967
C -2.658 -1.687 2.145
C -1.685 0.608 2.733
C 0.076 -0.078 0.017
O 0.491 -1.085 -0.897
H -4.054 0.094 -0.693
H -4.195 1.621 0.084
H -3.901 0.139 1.024
H -1.820 1.749 -0.062
H -1.768 -1.165 -0.098
H -0.508 -1.040 2.318
H -3.096 -1.996 1.186
H -3.482 -1.420 2.781
H -2.140 -2.644 2.283
H -1.849 0.497 3.820
H -2.610 1.119 2.482
H -0.830 1.271 2.641
H 0.685 -0.233 0.912
H 0.196 0.908 -0.440
H 0.656 0.092 -4.054
H 0.723 0.905 -2.744
O 0.379 0.054 -3.141
H -0.187 2.486 -2.331
H -0.425 4.054 -2.046
O -0.819 3.212 -2.270
H 0.833 -4.079 1.225
H 0.665 -4.021 -0.256
O 0.187 -4.317 0.525
H -1.396 -3.852 -0.349
H -1.766 -2.749 -1.345
O -2.149 -3.477 -0.849
H 0.574 3.185 1.710
H -0.477 4.044 1.220
O -0.353 3.369 1.906
H 1.830 1.237 2.773
H 2.754 0.057 0.525
O 2.572 1.853 2.749
H 3.774 -0.746 -1.845
H 2.318 -1.280 -1.887
O 3.209 -1.396 -2.233
H 1.907 1.787 -1.109
H 0.570 -0.752 -1.831
O 1.991 1.873 -2.117
H 3.360 2.674 0.248
H 2.573 2.163 1.699
O 2.415 2.463 0.342
H 3.244 0.333 1.893
H 2.336 2.776 -2.090
O 3.187 -0.414 1.256
H -2.134 0.324 -2.457
H -2.551 1.756 -2.642
O -2.554 0.914 -3.105
H 2.848 -2.893 0.810
H 1.978 -2.006 1.365
O 2.230 -2.935 1.552
```

- spin multiplicity = 1
- charge = -1

=====

Arrangement Q

# C6H38NO13

13 unconnected molecules or ions with the total composition C6H38NO13 (ωB97M-V/def2-TZVPD, OMol25).

Structure (XYZ):
```
58
C6H38NO13 ωB97M-V/def2-TZVPD
C -0.569 -0.483 2.439
C -1.712 -0.351 1.287
C -2.672 0.697 1.726
C -2.081 2.150 1.804
C -3.974 0.648 0.896
N -1.126 -0.385 -0.021
C 0.019 0.540 -0.294
O -0.157 1.113 -1.465
H -0.966 -0.678 3.431
H 0.013 0.413 2.399
H 0.038 -1.368 2.174
H -2.354 -1.335 1.376
H -2.912 0.595 2.835
H -2.576 2.640 2.734
H -0.988 2.061 1.981
H -2.403 2.854 1.133
H -3.565 0.166 -0.081
H -4.362 1.674 0.638
H -4.663 0.072 1.370
H -1.918 -0.290 -0.719
H 0.128 1.290 0.588
H 0.975 -0.128 -0.175
H 1.833 -2.925 2.811
H 2.469 -4.233 2.408
O 1.804 -3.906 2.994
H 1.935 1.616 -2.757
H 1.495 0.837 -1.645
O 2.337 0.983 -2.159
H 5.005 0.567 -1.530
H 3.947 -0.028 -2.461
O 4.772 -0.261 -1.976
H 3.607 -1.568 2.905
H 3.420 -1.372 1.344
O 3.652 -1.895 2.026
H -0.071 0.271 -4.282
H 1.192 -0.041 -3.797
O 0.698 0.589 -4.300
H -2.344 -0.885 -3.238
H -1.178 -0.244 -2.462
O -1.416 -0.953 -2.909
H 1.456 -3.522 -0.572
H 1.150 -4.435 0.679
O 1.575 -4.308 -0.066
H 4.076 -2.204 -1.877
H 2.652 -1.607 -1.979
O 3.196 -2.266 -1.584
H -0.061 4.455 0.111
H 1.157 3.893 0.843
O 0.618 4.690 0.807
H -0.786 3.930 -1.752
H -0.513 2.637 -1.043
O -0.913 3.646 -0.923
H -1.095 -3.532 2.149
H -0.623 -3.462 3.592
O -1.321 -3.226 3.010
H -1.730 3.022 -2.862
H -1.967 1.640 -2.397
O -2.201 2.200 -3.159
```

- spin multiplicity = 1
- charge = -1

=====

arrangement P takes first place; second place is 304.5 kJ/mol up.